(1)
Entry from OMol25: the molecule C3H5Cl2F (ωB97M-V with the def2-TZVPD basis set).

Kohn-Sham gap	11.5485	eV
SMILES	FC(CCl)CCl
strongest force on any atom	2.73	eV/A

XYZ file:
```
11
Properties=species:S:1:pos:R:3:forces:R:3
Cl 0.41451 2.22234 -1.63848 -0.330 0.448 -1.082
Cl 1.52529 -1.42487 1.09896 -1.415 0.262 -0.464
F -1.75487 0.25014 -0.59720 -1.391 0.189 0.100
C 0.44436 1.10642 -0.29437 -0.681 0.844 1.302
C -0.47371 -0.10464 -0.46022 2.593 -0.850 0.068
C -0.29312 -1.08217 0.72370 0.534 -1.200 0.727
H -0.13701 -0.67632 -1.35253 -0.316 0.523 0.176
H -0.67502 -0.70327 1.68327 -0.005 -0.020 -0.528
H 1.45386 0.74108 -0.28819 0.331 -0.042 0.557
H -0.69805 -2.12099 0.53235 0.273 1.445 0.063
H 0.19375 1.79228 0.59270 0.407 -1.600 -0.921
```
Positions in Å, forces in eV/Å.

---

(2)
Entry from OMol25: a cluster of 2 separate species, C3H3O3S in total (ωB97M-V with the def2-TZVPD basis set).

Kohn-Sham gap	6.3065	eV
charge	-1
strongest force on any atom	3.47	eV/A

XYZ file:
```
10
Properties=species:S:1:pos:R:3:forces:R:3
S -0.11271 -2.16259 -0.06326 -0.007 0.470 -0.399
O 0.49027 0.36604 -0.38922 0.913 -0.244 -0.908
O -2.91198 0.76655 -1.29738 -1.247 0.368 -2.455
O -2.42909 0.74027 0.95754 -0.247 -0.086 -0.971
C -0.44301 -0.58746 -0.61536 -0.069 -0.585 0.780
C -2.57063 0.66811 -0.21400 1.356 -0.219 3.181
C 1.75110 0.06509 0.24850 0.821 -0.074 0.083
H 1.44230 -0.30617 1.21864 0.631 -0.690 0.198
H 2.57721 -0.58781 -0.27430 -2.174 0.851 0.701
H 2.20653 1.03798 0.42884 0.023 0.209 -0.211
```
Positions in Å, forces in eV/Å.

---

(3)
Entry from OMol25: a cluster of 2 separate species, C9H8BN5O10 in total (ωB97M-V with the def2-TZVPD basis set).

Kohn-Sham gap	6.7502	eV
strongest force on any atom	3.23	eV/A

XYZ file:
```
33
Properties=species:S:1:pos:R:3:forces:R:3
O 3.31306 -0.77344 -1.79908 -0.295 -0.328 0.602
O 7.60017 0.23625 -1.45381 -0.231 0.162 0.072
O 3.85230 -1.06124 0.48914 -0.536 -0.156 -0.547
O 1.45671 -2.03001 -1.79591 -0.174 0.045 0.212
O 4.36055 1.06128 -0.58891 0.260 -0.462 -0.136
O 5.65459 -0.83901 -1.13224 -0.361 0.533 0.138
O -2.47191 -1.15136 -0.26229 -0.047 0.271 -0.581
O 6.00319 2.57999 -0.78360 0.029 -0.257 -0.044
O 2.11705 -2.38588 1.00305 -0.167 0.016 -0.204
O -5.33941 -1.72622 2.14508 1.464 0.034 0.765
N -3.67886 0.51806 0.76837 -1.370 2.742 -1.007
N -3.69715 0.02642 2.05859 0.239 -1.693 0.456
N -3.14100 0.01670 -0.36009 0.960 -1.625 -1.163
N -4.09158 1.89886 -0.95916 0.761 -1.246 0.418
N -4.85201 2.47099 1.30262 -0.363 0.988 -0.059
C -4.45656 -0.98569 2.16177 -1.365 1.100 -1.429
C -4.25879 1.71286 0.37291 0.736 -1.388 -0.345
C 5.61413 1.44772 -0.83488 -0.769 1.548 0.381
C 2.74800 -1.73414 0.21197 0.630 -0.261 1.841
C 6.43421 0.24330 -1.17916 1.142 -1.357 -0.436
C -1.02915 -0.90191 -0.32385 2.333 -0.142 0.748
C -3.37629 0.80309 -1.42022 -1.242 1.545 2.455
C 2.40869 -1.55086 -1.23212 -0.186 0.270 -1.837
C -0.38423 -0.50181 1.04915 -0.178 -0.114 -0.111
B 4.30028 -0.40108 -0.75830 0.565 0.266 -0.031
H 0.43967 0.22077 0.84672 -0.522 -0.579 0.206
H -3.07083 0.61320 -2.46063 -0.088 -0.016 0.883
H 0.04634 -1.39529 1.55009 -0.293 0.665 -0.378
H -0.75277 -0.13063 -1.07418 -0.806 -0.491 0.209
H -4.82964 3.48075 1.21613 -0.200 -0.371 -0.244
H -1.08481 -0.01442 1.76333 0.297 -0.203 -0.613
H -5.28131 2.10210 2.14360 0.484 -0.094 -0.363
H -0.55264 -1.84935 -0.66408 -0.705 0.596 0.143
```
Positions in Å, forces in eV/Å.

---

(4)
Entry from OMol25: the ion C3H10NO with charge +2 (ωB97M-V with the def2-TZVPD basis set).

Kohn-Sham gap (spin up / spin down)	14.3776 / 7.6111	eV
spin multiplicity	2
charge	+2
strongest force on any atom	2.77	eV/A

XYZ file:
```
15
Properties=species:S:1:pos:R:3:forces:R:3
O 0.87585 1.96725 -0.14358 0.410 0.345 -0.341
N 0.40086 -0.78096 -0.37493 -0.932 2.431 0.940
C -0.35976 0.07233 0.69751 -0.121 -1.400 -1.030
C 0.13599 1.51999 0.88868 0.290 -1.626 -0.163
C -0.50542 -1.72141 -1.12818 0.197 -0.679 0.248
H 1.46965 2.71891 0.11782 -0.107 0.174 -0.288
H -0.80043 2.15838 0.89626 -0.096 0.431 0.391
H -0.05942 -1.90645 -2.10642 -0.170 0.013 0.130
H -0.30105 -0.50022 1.62276 0.046 0.358 0.314
H -1.39188 0.00228 0.36699 -0.178 0.410 0.150
H 0.69139 1.67653 1.81202 -0.242 0.511 0.736
H 1.18865 -1.19627 0.11859 0.238 -0.506 -0.455
H 0.73678 -0.07343 -1.02921 0.472 -0.463 -0.326
H -0.57773 -2.63938 -0.55834 0.085 -0.216 -0.002
H -1.50346 -1.29756 -1.17997 0.109 0.217 -0.303
```
Positions in Å, forces in eV/Å.

---

The following molar mass values (in g/mol) correspond, in order, to the records above: 131.0; 119.1; 357.0; 76.1.